1.
Entry from the Open Molecules 2025 dataset: a molecular structure, C4H5N3 (ωB97M-V/def2-TZVPD).

Cartesian coordinates (Å):
C  1.693  -0.500  -0.700
N  0.335  -0.074  -0.924
C  -1.006  0.496  1.090
C  -0.257  0.800  -0.083
N  -0.394  2.005  0.180
C  -2.351  0.018  0.984
N  -3.418  -0.431  0.893
H  2.062  -0.156  0.275
H  2.295  -0.049  -1.482
H  1.788  -1.590  -0.728
H  -0.311  -0.630  -1.445
H  -0.435  0.112  1.940

Computed properties:
E_tot ... -8695.548 eV
HOMO (alpha / beta) ... -9.36 / -9.36 eV

=====

2.
Entry from the Open Molecules 2025 dataset: a single C4H5N3 molecule (ωB97M-V/def2-TZVPD).

Cartesian coordinates (Å):
C  -1.581  1.428  -0.175
C  -0.498  0.666  -0.065
C  0.861  1.137  0.264
C  -0.265  -0.747  -0.152
H  -1.353  2.490  0.078
H  -2.575  0.980  -0.442
H  1.306  2.197  0.369
H  1.420  -1.825  0.544
H  -2.029  -1.395  -0.403
N  1.720  0.196  0.378
N  1.102  -0.953  0.066
N  -1.090  -1.721  -0.355

Computed properties:
SMILES string ... [H]/N=C1/NN=CC1=C
E_tot ... -8697.244 eV
HOMO ... -8.58 eV

=====

3.
Entry from the Open Molecules 2025 dataset: 2 unconnected molecules or ions with the total composition C4H5N3 (ωB97M-V/def2-TZVPD).

Cartesian coordinates (Å):
N  1.265  -2.464  -0.281
C  -0.321  -0.187  -0.062
C  -1.491  0.275  0.015
N  -2.210  1.311  0.172
C  -1.270  2.311  0.324
N  0.041  2.142  0.303
C  0.548  0.904  0.117
H  1.214  -2.539  -1.291
H  1.919  -3.166  0.042
H  0.343  -2.705  0.071
H  -1.674  3.306  0.476
H  1.636  0.811  0.114

Computed properties:
SMILES string ... C1=C=NC=NC=1.N
E_tot ... -8695.384 eV
HOMO ... -9.30 eV

=====

4.
Entry from the Open Molecules 2025 dataset: a single C4H5N3 molecule (ωB97M-V/def2-TZVPD).

Cartesian coordinates (Å):
C  -1.321  -0.717  -0.236
C  1.095  -0.091  0.293
C  -0.309  0.355  0.048
N  1.565  -0.696  1.291
N  -0.423  1.609  -0.070
C  1.953  0.557  -0.705
N  2.687  0.865  -1.533
H  0.889  -0.910  2.023
H  -1.369  1.967  -0.192
H  -0.850  -1.681  -0.418
H  -1.913  -0.448  -1.111
H  -2.004  -0.810  0.610

Computed properties:
SMILES string ... [H]/N=C(C)/C(C#N)=N\[H]
E_tot ... -8697.552 eV
HOMO ... -10.50 eV

=====

5.
Entry from the Open Molecules 2025 dataset: a single C4H5N3 molecule (ωB97M-V/def2-TZVPD).

Cartesian coordinates (Å):
C  1.122  -0.365  -2.003
C  1.298  -0.220  -0.702
C  0.358  0.366  0.239
C  -1.667  0.395  0.827
H  0.158  -0.534  -2.579
H  1.930  -0.861  -2.712
H  2.232  -0.657  -0.261
H  -2.801  0.331  1.197
H  -1.218  0.390  2.792
N  -0.886  0.422  -0.204
N  -0.958  0.315  1.921
N  0.432  0.418  1.486

Computed properties:
SMILES string ... C=Cc1nc[nH]n1
E_tot ... -8696.202 eV
HOMO ... -9.38 eV

=====

6.
Entry from the Open Molecules 2025 dataset: 2 unconnected molecules or ions with the total composition C4H5N3 (ωB97M-V/def2-TZVPD).

Cartesian coordinates (Å):
N  2.303  -1.203  0.973
C  1.901  -0.469  0.174
C  1.417  0.481  -0.818
C  -1.184  -1.249  -0.114
N  -1.480  -0.104  0.358
C  -1.564  1.039  0.786
N  0.969  1.639  -0.557
H  1.472  0.151  -1.856
H  -1.370  -1.462  -1.162
H  -0.806  -2.013  0.556
H  -2.532  1.345  1.193
H  0.934  1.815  0.449

Computed properties:
E_tot ... -8695.365 eV
HOMO ... -8.69 eV

=====

The F_max results, record by record, are as follows: 2.24, 3.60, 0.61, 1.58, 8.45, 1.03 eV/A.
The energy relative to the best compared isomer or geometry (same formula, charge and spin) results, record by record, are as follows: 98.3, 59.2, 102.1, 52.1, 83.2, 102.6 kcal per mole.